one | The following is a DFT calculation (wB97M-V/def2-TZVPD) of a cluster of 2 separate species, C4H7N2 in total.

LUMO energy (alpha / beta) ... -7.9202 / -7.9450 eV
Multiplicity ... 1
Charge ... +1

```
13
C4H7N2 wB97M-V/def2-TZVPD
C -0.251 2.159 -0.115
C 1.651 0.678 0.573
C -3.256 -0.174 -0.528
C 2.220 -0.352 -0.175
N 0.668 1.439 0.116
N -2.198 0.151 0.005
H 1.614 0.817 1.734
H -3.808 0.392 -1.265
H -3.798 -1.126 -0.393
H 1.375 -0.907 -0.571
H 2.724 -0.104 -1.131
H 2.887 -0.964 0.435
H -1.663 1.112 -0.104
```

natural (NBO) charges, unit e, in atom order: 0.5474, 0.4408, 0.0045, -0.7653, -0.5879, -0.5791, 0.2886, 0.1687, 0.2000, 0.3427, 0.3396, 0.2913, 0.3086

two | The following is a DFT calculation (wB97M-V/def2-TZVPD) of the ion C4H7N2 with charge +1.

LUMO energy (alpha / beta) ... -6.5774 / -6.6997 eV
Multiplicity ... 1
Charge ... +1

```
13
C4H7N2 wB97M-V/def2-TZVPD
C 1.867 0.606 -0.030
C -0.657 1.387 -0.251
C -0.125 -0.445 0.979
C 0.156 -0.693 -1.039
N 1.053 -0.362 0.064
N -0.925 -0.032 -0.227
H 2.200 1.126 0.858
H -1.575 1.942 -0.007
H -0.361 -1.462 1.303
H -0.127 0.262 1.812
H 0.398 -0.202 -1.984
H -0.010 -1.767 -1.155
H -1.894 -0.360 -0.322
```

natural (NBO) charges, unit e, in atom order: 0.0228, 0.2116, -0.0736, -0.0318, -0.4067, -0.5103, 0.1660, 0.1469, 0.2558, 0.2537, 0.2680, 0.2409, 0.4567

Which one sits at the top of the stability order? one does.

one | The following is a DFT calculation (wB97M-V/def2-TZVPD) of the ion C4H7N2 with charge +1.

LUMO energy (alpha / beta) ... -6.0446 / -6.0469 eV
Multiplicity ... 1
Charge ... +1

```
13
C4H7N2 wB97M-V/def2-TZVPD
C -1.734 -1.076 -0.164
C -1.233 -1.081 -1.321
C -0.886 -0.304 1.180
C 1.965 1.123 -0.407
N 0.224 0.325 0.838
N 0.749 0.442 -0.228
H -2.411 -1.625 0.371
H -0.948 -1.118 -2.267
H -1.429 0.443 1.680
H -0.828 -1.127 1.831
H 1.629 2.056 -0.761
H 2.458 0.710 -1.279
H 2.445 1.232 0.528
```

natural (NBO) charges, unit e, in atom order: -0.3271, 0.1724, -0.1684, -0.4630, -0.0276, 0.0042, 0.2995, 0.2283, 0.2680, 0.2653, 0.2551, 0.2562, 0.2371

two | The following is a DFT calculation (wB97M-V/def2-TZVPD) of a structure of composition C4H7N2.

LUMO energy ... -4.2042 eV
Multiplicity ... 1
Charge ... +1

```
13
C4H7N2 wB97M-V/def2-TZVPD
C 1.605 -0.742 0.191
C -0.929 0.572 0.177
C -1.008 -0.935 -0.117
C 0.386 0.550 -0.539
N 0.427 -0.891 -0.378
N 1.755 0.514 0.011
H 2.289 -1.422 0.773
H -1.783 1.153 -0.186
H -0.877 0.691 1.317
H -1.337 -1.665 0.546
H -1.401 -1.116 -1.141
H 0.224 1.058 -1.777
H 2.392 1.242 0.339
```

natural (NBO) charges, unit e, in atom order: 0.3850, -0.4457, -0.1774, 0.1431, -0.3571, -0.5184, 0.2587, 0.2648, 0.2502, 0.2405, 0.2307, 0.2626, 0.4630

three | The following is a DFT calculation (wB97M-V/def2-TZVPD) of the ion C4H7N2 with charge +1.

SMILES ... C#C[N+](=C)CN
LUMO energy ... -6.2574 eV
Multiplicity ... 1
Charge ... +1

```
13
C4H7N2 wB97M-V/def2-TZVPD
C -1.007 0.855 -0.504
C -1.900 1.510 0.016
C 0.947 -0.179 -1.705
C 0.360 -0.919 0.438
N 0.347 -0.231 1.727
N 0.161 0.065 -0.622
H -2.871 1.804 0.502
H 0.839 0.407 -2.620
H 1.729 -0.849 -1.677
H -0.444 -1.641 0.317
H 1.295 -1.422 0.211
H 1.079 0.490 1.792
H -0.534 0.109 2.125
```

natural (NBO) charges, unit e, in atom order: 0.0588, -0.0545, 0.1566, -0.0524, -0.8262, -0.2802, 0.2987, 0.2390, 0.2221, 0.2336, 0.2174, 0.3852, 0.4018

four | The following is a DFT calculation (wB97M-V/def2-TZVPD) of the ion C4H7N2 with charge +1.

SMILES ... C1=N[N@@H+]2C[C@@H]2C1
LUMO energy ... -4.1089 eV
Multiplicity ... 1
Charge ... +1

```
13
C4H7N2 wB97M-V/def2-TZVPD
C 0.453 1.160 0.135
C -1.234 -0.571 -0.640
C -0.706 0.288 0.461
C 1.481 0.126 -0.331
N -0.100 -1.070 0.437
N 1.207 -1.063 -0.017
H 0.169 1.835 -0.664
H 0.862 1.692 0.989
H -1.013 -0.567 -1.723
H -2.214 -0.982 -0.318
H -1.331 0.589 1.257
H 2.502 0.363 -0.737
H -0.076 -1.801 1.150
```

natural (NBO) charges, unit e, in atom order: -0.4987, -0.1611, -0.0718, 0.1412, -0.2635, -0.2190, 0.2694, 0.2727, 0.2782, 0.2568, 0.2687, 0.2570, 0.4698

Which one sits at the top of the stability order? four does.

one | The following is a DFT calculation (wB97M-V/def2-TZVPD) of a cluster of 2 separate species, H2IO2PS in total.

SMILES ... O=PO.SI
LUMO energy ... -0.3090 eV
Multiplicity ... 1

```
7
H2IO2PS wB97M-V/def2-TZVPD
O 0.362 0.543 -0.171
O 1.228 2.609 0.788
P 1.105 1.734 -0.526
S -0.867 -2.376 0.020
I -1.769 -4.569 -0.227
H -1.684 -1.449 -0.638
H 1.625 3.506 0.754
```

natural (NBO) charges, unit e, in atom order: -1.0270, -1.0127, 1.5247, -0.2297, 0.0605, 0.1657, 0.5184

two | The following is a DFT calculation (wB97M-V/def2-TZVPD) of a structure of composition H2IO2PS.

LUMO energy (alpha / beta) ... -2.9474 / -2.4775 eV
Multiplicity ... 1

```
7
H2IO2PS wB97M-V/def2-TZVPD
O 0.321 0.157 -0.929
O 0.618 -0.456 1.559
P 1.103 -0.875 0.103
S -0.895 -2.868 -0.146
I 3.351 0.242 0.003
H 0.035 -0.242 -1.687
H 0.643 -1.212 2.081
```

natural (NBO) charges, unit e, in atom order: -0.9823, -0.9796, 1.3350, -0.2349, -0.1542, 0.5058, 0.5101

Which one sits at the top of the stability order? one does.

one | The following is a DFT calculation (wB97M-V/def2-TZVPD) of a cluster of 2 separate species, C5H11NO2 in total.

SMILES ... C/C=N/C.COC=O
LUMO energy ... 0.9111 eV
Multiplicity ... 1

```
19
C5H11NO2 wB97M-V/def2-TZVPD
C -0.533 1.874 1.084
C 1.262 0.179 1.369
O 0.723 1.406 0.617
O 0.979 -0.031 2.520
H 2.284 0.091 0.975
H -1.320 1.355 0.523
H -0.567 2.964 1.012
H -0.654 1.584 2.135
C -1.393 -1.584 0.381
C 1.118 -0.086 -2.029
C -0.065 -0.646 -1.332
N -0.182 -0.957 -0.099
H -0.786 -1.087 -2.035
H -1.160 -2.142 1.286
H -1.821 -2.254 -0.371
H -2.144 -0.832 0.627
H 1.784 0.459 -1.368
H 1.679 -0.902 -2.491
H 0.797 0.607 -2.805
```

natural (NBO) charges, unit e, in atom order: -0.2682, 0.6686, -0.6011, -0.5820, 0.1449, 0.1610, 0.1922, 0.1940, -0.4359, -0.6722, 0.1706, -0.4130, 0.1374, 0.2161, 0.1829, 0.2070, 0.2386, 0.2315, 0.2276

two | The following is a DFT calculation (wB97M-V/def2-TZVPD) of a cluster of 2 separate species, C5H11NO2 in total.

SMILES ... C/C(O)=C/O.[H]/N=C/C
LUMO energy ... 0.4541 eV
Multiplicity ... 1

```
19
C5H11NO2 wB97M-V/def2-TZVPD
C -0.865 0.137 -0.354
C -1.606 -0.017 0.815
C -0.833 1.477 -1.045
C 1.925 -1.097 -0.010
C 1.119 -0.025 0.700
O -1.036 -0.951 -1.233
O -2.186 -1.188 1.142
N 1.642 1.174 0.877
H -0.425 -0.846 -1.978
H -2.018 -1.785 0.383
H 1.591 1.415 1.872
H -1.834 0.790 1.497
H 0.564 -0.488 1.576
H -0.728 2.286 -0.318
H 0.032 1.517 -1.711
H -1.736 1.637 -1.638
H 2.948 -1.101 0.372
H 1.471 -2.081 0.125
H 1.975 -0.856 -1.074
```

natural (NBO) charges, unit e, in atom order: 0.1566, 0.1708, -0.6478, -0.6613, 0.1198, -0.7343, -0.6534, -0.7366, 0.4885, 0.5003, 0.3368, 0.1932, 0.1360, 0.2395, 0.2116, 0.2182, 0.2419, 0.2143, 0.2058

Which one sits at the top of the stability order? one does.

one | The following is a DFT calculation (wB97M-V/def2-TZVPD) of a cluster of 2 separate species, C5H11NO2 in total.

SMILES ... CC(N)=O.CCC=O
LUMO energy ... 0.9619 eV
Multiplicity ... 1

```
19
C5H11NO2 wB97M-V/def2-TZVPD
C -0.116 -2.688 0.397
C -0.187 -1.445 1.277
N 0.784 -1.344 2.252
O -1.032 -0.537 1.155
H 0.456 -2.448 -0.433
H -1.170 -2.971 0.006
H 0.253 -3.564 0.933
H 1.547 -2.015 2.237
H 0.820 -0.497 2.828
O 1.089 -0.413 -1.110
C 0.216 0.430 -1.210
C 0.423 1.884 -0.785
C -0.847 2.708 -1.125
H -0.818 0.184 -1.544
H 1.272 2.232 -1.452
H 0.727 1.868 0.263
H -0.959 2.553 -2.186
H -0.765 3.802 -0.934
H -1.695 2.260 -0.569
```

natural (NBO) charges, unit e, in atom order: -0.7244, 0.6942, -0.8310, -0.6556, 0.2634, 0.2376, 0.2155, 0.3952, 0.4092, -0.5677, 0.4734, -0.5130, -0.6148, 0.1181, 0.2228, 0.2366, 0.2018, 0.2192, 0.2196

two | The following is a DFT calculation (wB97M-V/def2-TZVPD) of a cluster of 2 separate species, C5H11NO2 in total.

SMILES ... CCC(N)=O.CC=O
LUMO energy ... 0.6163 eV
Multiplicity ... 1

```
19
C5H11NO2 wB97M-V/def2-TZVPD
C -0.516 -1.366 0.115
C 0.877 -1.760 0.582
C -0.713 -0.200 -1.132
N 0.036 -0.526 -2.224
O -1.773 0.367 -1.177
H -0.035 0.167 -2.957
H 0.998 -0.787 -2.085
H -1.221 -1.274 0.940
H -0.888 -2.199 -0.489
H 1.602 -1.680 -0.227
H 1.166 -1.192 1.466
H 0.878 -2.790 0.941
C -0.630 2.100 1.120
C 0.619 1.447 0.627
O 0.948 1.365 -0.571
H 1.442 1.471 1.364
H -0.785 1.878 2.175
H -0.513 3.179 1.004
H -1.492 1.801 0.526
```

natural (NBO) charges, unit e, in atom order: -0.5038, -0.6186, 0.7285, -0.8322, -0.6294, 0.3919, 0.3855, 0.2174, 0.2209, 0.2019, 0.2007, 0.2148, -0.7444, 0.4452, -0.5479, 0.1215, 0.2190, 0.2537, 0.2751

Which one sits at the top of the stability order? one does.